C14H12HgIN2O6S as an isolated structure. Source: OMol25; level of theory: wB97M-V/def2-TZVPD.

Results
HOMO (alpha / beta)	-0.00800 / -0.07572	hartree
<S²>	0.78
net charge	-2
multiplicity	2
F_max	0.40	eV Å⁻¹
LUMO level (alpha / beta)	4.48 / 4.47	eV

Last column: Mulliken charge in e.
Positions of all 37 atoms, in Å:
Hg 1.4113 -0.6852 1.6947  1.11
C 3.9553 -0.8889 -2.3630  -1.19
C 2.4914 -0.6304 -2.5682  0.91
N 2.0176 -0.6922 -3.8113  -0.79
C 0.7037 -0.4749 -3.9642  -0.62
C -0.1679 -0.1920 -2.9382  0.51
C -1.6098 0.0250 -3.2837  -0.99
O -2.4675 -1.0785 -2.9420  -0.57
C 0.3086 -0.1159 -1.5862  0.31
C -0.6271 0.1732 -0.5596  -0.40
N -0.4504 0.3365 0.7816  -0.58
C -1.4593 0.9403 1.4851  0.43
C -2.4605 1.7203 0.8472  -0.31
C -3.4983 2.3228 1.5352  -0.68
C -3.6031 2.2094 2.9120  -0.60
C -2.6164 1.4861 3.5770  -0.59
C -1.5742 0.8721 2.9048  0.22
I -0.2073 -0.1874 4.0788  0.14
C 1.7131 -0.3482 -1.4171  0.65
O 2.3369 -0.3197 -0.2734  -1.07
H 4.4326 -1.0279 -3.3330  0.39
H 4.1109 -1.7766 -1.7447  0.26
H 4.4274 -0.0658 -1.8229  0.27
H 0.3222 -0.5223 -4.9822  0.28
H -1.7154 0.1436 -4.3628  0.36
H -1.9894 0.9385 -2.8097  0.24
H -2.2110 -1.3634 -2.0571  0.43
H -1.6511 0.2740 -0.9044  0.19
H -2.3925 1.8943 -0.2172  0.37
H -4.2260 2.9032 0.9771  0.33
H -4.4130 2.6744 3.4602  0.34
H -2.6600 1.3941 4.6558  0.30
O 1.9242 -1.7453 5.0207  -0.72
S 2.7836 -2.0106 3.8454  1.32
O 3.9416 -2.8292 4.1586  -0.70
O 3.1881 -0.6841 3.2390  -0.76
O 1.9315 -2.6691 2.7677  -0.79

=====

C14H12MoN5S2Se as an isolated structure. Source: OMol25; level of theory: wB97M-V/def2-TZVPD.

Results
HOMO (alpha / beta)	-0.41013 / -0.43309	hartree
<S²>	2.05
net charge	+1
multiplicity	3
energy relative to the best compared isomer or geometry (same formula, charge and spin)	0.000	eV
F_max	2.27	eV Å⁻¹
LUMO level (alpha / beta)	-4.92 / -5.32	eV

Last column: Mulliken charge in e.
Positions of all 35 atoms, in Å:
Mo 1.2933 0.1919 -1.5260  0.86
N -1.8783 -0.5078 -4.5321  -0.38
C -1.0360 -0.5094 -3.5045  0.84
S 0.6511 -0.0317 -3.7971  -0.35
N -1.4051 -0.8858 -2.3234  -1.50
N -0.4656 -0.8167 -1.3656  0.90
C -0.7262 -1.4612 -0.2433  -0.50
C 0.3211 -1.4606 0.7023  0.91
C 0.2996 -2.1305 1.9350  -1.01
C 1.4135 -2.0970 2.7413  -0.22
C 2.5261 -1.3579 2.3202  -0.85
C 2.4891 -0.7163 1.1041  -0.04
N 1.4239 -0.7620 0.2813  -0.05
H -1.5749 -0.2433 -5.4553  0.20
H -2.8035 -0.8863 -4.4027  0.25
H -1.6637 -1.9867 -0.1130  0.40
H -0.5860 -2.6781 2.2146  0.46
H 1.4273 -2.6220 3.6835  0.48
H 3.4020 -1.2867 2.9438  0.43
H 3.3365 -0.1304 0.7568  0.43
S 5.6798 1.2619 -2.5731  -0.28
C 4.1902 0.9099 -2.2638  0.45
N 3.0567 0.6576 -1.9660  -0.61
Se 0.7709 2.4011 -0.7752  -0.01
C -0.6548 1.9189 0.4458  0.34
C -1.9395 1.7048 -0.0355  -0.23
C -2.9517 1.3892 0.8532  -0.64
C -2.6844 1.2998 2.2104  -0.49
C -1.3982 1.5069 2.6835  -0.63
C -0.3740 1.8088 1.8021  -0.34
H -2.1415 1.7940 -1.0952  0.44
H -3.9524 1.2204 0.4880  0.44
H -3.4817 1.0771 2.9020  0.43
H -1.1947 1.4382 3.7416  0.43
H 0.6313 1.9899 2.1624  0.46

=====

A single C14H12N4O4S molecule. Source: OMol25; level of theory: wB97M-V/def2-TZVPD.

Results
HOMO	-0.31947	hartree
net charge	0
SMILES	Cn1cnnc1SCC(=O)OCN1C(=O)c2ccccc2C1=O
energy relative to the best compared isomer or geometry (same formula, charge and spin)	0.000	eV
F_max	1.22	eV Å⁻¹
LUMO level	-0.15	eV

Last column: Mulliken charge in e.
Positions of all 35 atoms, in Å:
C 4.9972 1.3892 1.3191  -0.82
N 4.1936 0.9484 0.2156  0.03
C 4.0224 1.5378 -1.0044  -0.13
N 3.2023 0.8513 -1.7367  -0.94
N 2.8033 -0.2128 -1.0240  0.12
C 3.3942 -0.1503 0.1402  0.46
S 3.1630 -1.2993 1.4178  -0.27
C 1.8994 -2.2925 0.5794  -0.47
C 0.8596 -1.3647 -0.0257  0.73
O 0.3924 -0.4145 0.5412  -0.61
O 0.4899 -1.8239 -1.2208  -0.31
C -0.3452 -1.0083 -2.0253  -0.57
N -1.5238 -0.5581 -1.3422  0.20
C -1.7513 0.7931 -1.0523  0.42
O -1.1110 1.7044 -1.4977  -0.64
C -2.9380 0.8027 -0.1678  0.32
C -3.6140 1.8558 0.4128  -0.47
C -4.7104 1.5561 1.2152  -0.48
C -5.1114 0.2449 1.4215  -0.46
C -4.4303 -0.8167 0.8344  -0.48
C -3.3420 -0.5187 0.0407  0.15
C -2.4170 -1.4110 -0.6971  0.37
O -2.3964 -2.6119 -0.7622  -0.63
H 6.0273 1.5411 0.9929  0.33
H 4.6069 2.3273 1.7182  0.33
H 4.9714 0.6294 2.0986  0.27
H 4.5084 2.4434 -1.3011  0.45
H 1.4464 -2.9208 1.3463  0.39
H 2.3617 -2.9006 -0.1955  0.31
H -0.6063 -1.6410 -2.8792  0.19
H 0.2114 -0.1153 -2.3406  0.43
H -3.2945 2.8729 0.2491  0.49
H -5.2576 2.3584 1.6874  0.39
H -5.9657 0.0440 2.0507  0.39
H -4.7356 -1.8395 0.9914  0.49

=====

A single C14H12N4OS molecule. Source: OMol25; level of theory: wB97M-V/def2-TZVPD.

Results
HOMO	-0.32909	hartree
net charge	0
SMILES	Cc1scc(C(=O)Nn2cnnc2)c1-c1ccccc1
energy relative to the best compared isomer or geometry (same formula, charge and spin)	4.004	eV
F_max	5.69	eV Å⁻¹
LUMO level	0.38	eV

Last column: Mulliken charge in e.
Positions of all 32 atoms, in Å:
C -1.0914 -0.1664 3.8228  -1.44
C 0.0780 0.2644 3.0182  0.98
S 1.5424 0.8817 3.7170  -0.26
C 2.4634 0.8724 2.2037  -0.90
C 1.6595 0.4417 1.1967  0.39
C 2.2129 0.5526 -0.1946  -0.07
O 3.2712 0.0880 -0.4948  -0.58
N 1.4507 1.0566 -1.1774  -0.18
N 1.4021 0.7843 -2.5548  0.04
C 1.2862 1.6757 -3.5398  0.00
N 0.8962 1.1946 -4.6451  -0.46
N 0.8835 -0.1875 -4.5545  -0.45
C 1.1734 -0.3751 -3.3033  -0.16
C 0.2898 0.0706 1.6583  -0.28
C -0.7928 -0.3385 0.7220  0.45
C -2.0667 0.1376 0.8593  -0.73
C -2.9995 -0.4088 -0.0780  -0.54
C -2.6085 -1.3786 -0.9802  -0.72
C -1.2800 -1.7766 -0.9687  -0.60
C -0.3624 -1.1822 -0.1817  0.05
H -0.7169 -0.2284 4.8682  0.41
H -1.5603 -1.0776 3.4943  0.39
H -1.8420 0.6199 3.8975  0.34
H 3.4082 1.1909 1.9444  0.62
H 0.5742 1.2959 -0.6614  0.35
H 1.3890 2.7192 -3.4275  0.48
H 1.2970 -1.3691 -2.8376  0.48
H -2.4164 0.7371 1.6359  0.51
H -4.0678 -0.1326 -0.0148  0.36
H -3.2554 -1.8389 -1.6673  0.47
H -0.8725 -2.5634 -1.5816  0.40
H 0.6551 -1.5595 -0.1753  0.64

=====

A 3-piece molecular cluster, C14H12O11S overall. Source: OMol25; level of theory: wB97M-V/def2-TZVPD.

Results
HOMO	-0.33102	hartree
net charge	0
energy relative to the best compared isomer or geometry (same formula, charge and spin)	1.089	eV
F_max	3.38	eV Å⁻¹
LUMO level	-1.89	eV

Last column: Mulliken charge in e.
Positions of all 38 atoms, in Å:
C -3.7693 1.0864 4.5927  -0.41
C -3.8664 -0.0438 3.7954  -0.19
O -4.8955 -1.0062 3.8188  -0.33
S -6.4150 -0.3882 4.1686  0.71
O -6.4156 -0.1194 5.6374  -0.48
O -6.6017 1.1064 3.4554  -0.44
H -3.9244 1.1292 5.6866  0.26
H -3.5819 2.0605 4.0844  0.19
H -3.0523 -0.2163 3.0539  0.31
H -5.8955 1.3085 2.8198  0.38
C 0.5725 0.5406 1.5892  -0.85
C 1.5115 0.7643 0.6670  0.50
C 1.5707 2.0472 -0.0918  0.91
O 2.4560 2.2095 -0.9090  -0.58
C 0.5475 3.0572 0.1825  -1.11
C -0.3931 2.8321 1.1024  0.38
C -0.4365 1.5592 1.8801  0.91
O -1.3023 1.4036 2.7227  -0.47
O -1.3480 3.7442 1.3727  -0.58
O 2.4524 -0.1559 0.3770  -0.63
H 0.5206 -0.3843 2.1472  0.46
H 0.5909 3.9758 -0.3862  0.45
H -1.8973 3.3442 2.0693  0.30
H 3.0086 0.2492 -0.3155  0.33
C 4.2681 -1.7484 -4.0137  -1.06
C 3.8930 -2.9557 -4.4432  0.38
C 2.4881 -3.4370 -4.2922  0.96
O 2.1861 -4.5361 -4.7145  -0.60
C 1.5265 -2.5535 -3.6301  -0.75
C 1.9035 -1.3483 -3.1986  0.41
C 3.3003 -0.8577 -3.3730  0.95
O 3.5893 0.2556 -2.9770  -0.56
O 1.0404 -0.5129 -2.5851  -0.60
O 4.7640 -3.7966 -5.0340  -0.56
H 5.2820 -1.3876 -4.1189  0.42
H 0.5159 -2.9191 -3.5113  0.43
H 1.5591 0.2872 -2.3790  0.25
H 4.2479 -4.5938 -5.2502  0.35

=====

C14H13AuNO3Se as an isolated structure. Source: OMol25; level of theory: wB97M-V/def2-TZVPD.

Results
HOMO	-0.15262	hartree
net charge	-1
energy relative to the best compared isomer or geometry (same formula, charge and spin)	0.070	eV
F_max	0.46	eV Å⁻¹
LUMO level	3.04	eV

Last column: Mulliken charge in e.
Positions of all 33 atoms, in Å:
Au 0.4146 1.2665 0.9131  0.07
Se 1.7433 0.6488 -0.9797  -0.25
C 3.5445 1.0218 -0.4552  0.34
C 3.8753 1.8120 0.6498  -0.14
C 5.2020 2.0848 0.9632  -0.53
C 6.2354 1.5792 0.1823  -0.45
C 5.9188 0.7880 -0.9156  -0.41
C 4.5921 0.5081 -1.2275  -0.53
H 3.0750 2.2066 1.2636  0.24
H 5.4285 2.6985 1.8280  0.33
H 7.2680 1.7995 0.4238  0.34
H 6.7111 0.3770 -1.5316  0.32
H 4.3590 -0.1202 -2.0797  0.31
C -4.6337 1.0210 0.1690  -1.44
C -3.2761 0.5947 -0.3305  0.68
O -2.4285 1.4155 -0.5792  -0.54
C -2.9747 -0.8776 -0.4823  0.42
C -1.6716 -1.2606 -0.7736  -0.09
C -1.3435 -2.6025 -0.8921  -0.57
C -2.3277 -3.5731 -0.7268  -0.27
C -3.6347 -3.1972 -0.4431  -0.70
C -3.9530 -1.8490 -0.3169  -0.20
H -4.6390 2.1042 0.2453  0.35
H -4.8297 0.5814 1.1497  0.35
H -5.4249 0.6911 -0.5109  0.40
H -0.9179 -0.4934 -0.8895  0.11
H -0.3178 -2.8819 -1.1039  0.42
H -2.0740 -4.6235 -0.8106  0.36
H -4.4031 -3.9498 -0.3134  0.36
H -4.9717 -1.5626 -0.0857  0.30
O -0.7314 2.0252 2.5642  -0.44
N -1.7842 1.3687 2.8898  0.25
O -2.0304 0.3992 2.2060  -0.39